{
  "formula": "C2H3NOS",
  "method": "ωB97M-V/def2-TZVPD",
  "symbols": ["C", "N", "O", "C", "S", "H", "H", "H"],
  "positions_angstrom": [[0.9635, 1.6810, -1.5701], [0.4001, 0.4306, -1.1532], [0.8476, 0.3713, 0.1401], [0.2463, -0.4285, 1.0008], [-1.2534, -1.0952, 0.7457], [0.7184, 1.7726, -2.5457], [1.6637, 2.4185, -1.0357], [0.8311, -0.1678, 2.0174]],
  "forces_ev_per_a": [[-1.4, -5.6, 3.5], [3.1, 7.1, -1.7], [1.3, -0.6, 1.2], [-1.5, 1.0, 1.9], [1.9, 0.2, 0.7], [-0.5, 0.9, -3.1], [-1.4, -1.6, -0.4], [-1.4, -1.4, -2.1]],
  "lowdin_charge": [0.0943, 0.0261, -0.2751, -0.7109, 0.6153, 0.0079, 0.1123, 0.1300],
  "smiles": "C=NOC=S",
  "molar_mass_g_mol": 89.12,
  "total_energy_ha": -606.03919,
  "homo_ev": -8.87
}